# 1
# HO2PS

A single HO2PS molecule in a non-equilibrium geometry (ωB97M-V/def2-TZVPD, the Open Molecules 2025 dataset).

```
5
Properties=species:S:1:pos:R:3:forces:R:3:mulliken_charge:R:1
O 1.378 3.013 0.964 0.2754 -0.8688 -0.4730 -0.418
S 0.841 1.995 0.083 -1.8159 -0.4333 0.7412 0.700
O -0.361 2.314 -0.665 0.7888 -0.1804 -0.1410 -0.425
P 0.816 -0.086 0.915 1.0540 0.9223 0.4941 0.045
H -0.134 -0.790 0.151 -0.3022 0.5602 -0.6213 0.098
```
Forces are in eV/Å.

Values from the calculation:
Orbital gap (alpha / beta) = 7.42 / 6.70 eV
SMILES = O=S(=O)=P
Total charge = 0
Energy above the lowest of the compared OMol25 structures with the same formula, charge and spin = 72.4 kcal/mol
Lowest unoccupied orbital energy (alpha / beta) = -0.08743 / -0.09382 hartree
Spin multiplicity = 1
Total energy = -890.5124 hartree
E_HOMO (alpha / beta) = -9.80 / -9.25 eV

# 2
# C36H37HgNP2S

A molecular structure, C36H37HgNP2S in a non-equilibrium geometry (ωB97M-V/def2-TZVPD, the Open Molecules 2025 dataset).

```
78
Properties=species:S:1:pos:R:3:forces:R:3:mulliken_charge:R:1
Hg 0.000 0.000 3.082 -2.8222 -0.0440 -2.1286 1.175
C -1.910 0.857 -4.526 -0.0111 -0.3443 0.1913 -0.356
C -1.917 -0.414 -4.106 0.0095 0.3939 -0.0920 -0.373
C -1.040 -1.573 -4.501 0.1243 -0.0075 -0.1305 -0.458
C 0.292 -1.245 -5.211 -0.1555 -0.0411 0.0251 -1.057
C 1.205 -0.373 -4.383 -0.0249 0.3788 0.1025 -0.143
C 1.212 0.960 -4.265 -0.0105 -0.3831 -0.0050 -0.309
C 0.335 1.998 -4.915 -0.1386 0.0275 -0.0873 -0.637
C -0.997 1.516 -5.531 0.1619 0.0121 0.0027 -0.903
C 1.404 0.484 4.591 5.2197 3.5457 4.1829 -1.289
H -2.640 1.523 -4.066 0.0780 -0.1103 -0.0384 0.354
H -2.669 -0.672 -3.359 0.0457 0.0669 -0.0862 0.404
H -1.620 -2.261 -5.136 0.0931 0.1161 0.1177 0.389
H -0.814 -2.142 -3.588 -0.0049 0.0441 -0.0930 0.251
H 0.803 -2.195 -5.407 -0.0658 0.1451 0.0215 0.396
H 0.095 -0.802 -6.190 0.0623 -0.0977 0.1449 0.347
H 1.935 -0.917 -3.783 -0.0388 0.0651 -0.0726 0.388
H 1.963 1.382 -3.597 -0.0616 -0.0587 -0.0869 0.322
H 0.916 2.522 -5.691 -0.0829 -0.0996 0.1360 0.362
H 0.110 2.761 -4.157 0.0297 -0.1152 -0.0886 0.302
H -1.508 2.397 -5.939 0.0727 -0.1370 0.0599 0.410
H -0.800 0.862 -6.383 -0.0634 0.1272 0.1076 0.332
H 1.191 1.461 5.036 1.5821 0.3137 -0.1727 0.207
H 2.425 0.501 4.188 -0.3627 -0.8346 -1.2891 0.549
H 1.365 -0.277 5.381 4.8086 0.2350 -0.2237 0.314
P -1.477 -0.516 1.440 -2.0353 -0.8222 -1.7832 0.365
P 1.553 0.014 1.426 2.4093 -0.5646 -2.9270 0.830
C -0.559 -0.758 -0.127 0.7130 0.1871 0.4006 -1.180
C 0.764 -0.551 -0.127 -0.5224 0.1034 0.1449 -0.493
C -2.476 -2.040 1.557 -0.1966 -0.2360 -0.0580 0.254
C -2.836 -2.794 0.431 -0.0525 -0.0101 0.2853 0.024
C -3.562 -3.973 0.582 0.0328 0.0572 0.2326 -0.629
C -3.935 -4.406 1.857 0.1322 0.2091 -0.1098 -0.510
C -3.582 -3.658 2.980 0.0266 0.1555 -0.1436 -0.655
C -2.853 -2.477 2.832 -0.0886 -0.1064 -0.3451 -0.602
C -2.685 0.771 0.976 -0.6250 0.2797 0.1080 0.587
C -2.290 2.118 0.987 -0.2940 -0.1202 -0.1625 -0.358
C -3.224 3.126 0.757 -0.0016 -0.2508 -0.0929 -0.718
C -4.562 2.803 0.526 0.1245 -0.2629 0.0443 -0.528
C -4.963 1.466 0.528 0.1639 0.1751 -0.0306 -0.725
C -4.031 0.454 0.752 0.1788 0.2668 -0.0815 -0.301
C 3.032 -1.040 1.548 0.7839 0.1550 -0.0484 0.551
C 2.944 -2.327 2.097 0.2118 0.1194 -0.1063 -0.523
C 4.095 -3.089 2.291 -0.0519 0.1953 -0.1751 -0.622
C 5.344 -2.571 1.949 -0.1719 0.2190 -0.0745 -0.502
C 5.440 -1.285 1.413 -0.1002 -0.1927 0.0730 -0.628
C 4.292 -0.521 1.215 0.0181 -0.3884 0.1061 -0.406
C 2.214 1.642 0.915 0.0339 0.2662 -0.0348 0.327
C 2.421 2.599 1.917 0.0799 0.0255 -0.2986 -0.525
C 2.865 3.878 1.584 0.0320 -0.2096 -0.0877 -0.661
C 3.108 4.207 0.249 -0.0805 -0.2531 -0.0182 -0.580
C 2.907 3.255 -0.753 -0.0297 0.0483 0.2435 -0.431
C 2.461 1.976 -0.424 0.0348 0.0697 0.2733 0.112
H -1.095 -1.050 -1.030 0.0807 0.1397 0.1594 0.176
H 1.364 -0.667 -1.029 -0.1520 -0.0652 0.1302 0.813
H -2.560 -2.450 -0.563 -0.0992 -0.1494 0.1401 0.231
H -3.840 -4.554 -0.294 0.0386 0.0768 0.1227 0.407
H -4.504 -5.324 1.972 0.0978 0.1256 -0.0095 0.378
H -3.877 -3.990 3.971 0.0522 0.0473 -0.1389 0.395
H -2.574 -1.877 3.695 -0.0068 -0.1640 0.0157 0.418
H -1.252 2.374 1.182 -0.0495 -0.0399 0.0559 0.314
H -2.906 4.165 0.761 -0.0428 -0.1498 0.0077 0.423
H -5.290 3.590 0.349 0.0955 -0.1087 0.0493 0.383
H -6.004 1.210 0.355 0.1367 0.0398 0.0288 0.412
H -4.349 -0.585 0.752 -0.0147 0.1674 0.0335 0.317
H 1.974 -2.728 2.379 0.0357 0.0752 0.0132 0.390
H 4.015 -4.088 2.712 0.0060 0.1471 -0.0500 0.405
H 6.241 -3.165 2.101 -0.1205 0.0890 0.0018 0.375
H 6.411 -0.874 1.152 -0.1156 -0.0629 0.0375 0.396
H 4.371 0.480 0.802 0.0591 -0.1634 0.0841 0.322
H 2.236 2.319 2.952 -0.0283 0.2245 -0.1660 0.200
H 3.029 4.614 2.366 -0.0315 -0.0989 -0.1115 0.410
H 3.458 5.202 -0.011 -0.0666 -0.1365 0.0374 0.373
H 3.100 3.509 -1.792 -0.0275 -0.0268 0.1281 0.438
H 2.315 1.233 -1.203 0.0224 0.2006 0.0710 0.113
S 0.000 0.000 8.017 0.3601 0.1326 -1.5182 -0.390
C 0.000 0.000 6.397 -2.6182 -0.3426 -2.8563 0.378
N 0.000 0.000 5.082 -6.7815 -2.2708 7.9026 -0.525
```
Forces are in eV/Å.

Values from the calculation:
Orbital gap (alpha / beta) = 5.12 / 4.99 eV
Total charge = 0
Energy above the lowest of the compared OMol25 structures with the same formula, charge and spin = 210.6 kcal/mol
Lowest unoccupied orbital energy (alpha / beta) = 0.00092 / 0.00628 hartree
Spin multiplicity = 1
Total energy = -2682.6012 hartree
E_HOMO (alpha / beta) = -5.10 / -4.82 eV